(1)
{"formula": "C13H31BBrNO5P", "method": "ωB97M-V/def2-TZVPD", "homo_energy_ev": -5.0303, "total_charge": -1, "orbital_gap_ha": 0.27083, "elements": ["C", "O", "C", "C", "C", "B", "C", "C", "C", "N", "C", "C", "C", "Br", "H", "H", "H", "H", "H", "H", "H", "H", "H", "H", "H", "H", "H", "H", "H", "H", "H", "H", "H", "H", "H", "H", "C", "O", "P", "O", "O", "C", "O", "C", "H", "H", "H", "H", "H", "H", "H", "H", "H"], "xyz": [[-1.748, 2.048, 1.167], [-1.895, 1.008, 0.205], [-1.355, 1.380, -1.071], [0.212, 1.628, -1.022], [0.954, 0.419, -0.341], [2.306, 0.849, 0.531], [1.925, 1.481, 2.002], [3.018, 1.321, 3.094], [2.587, 0.691, 4.469], [4.244, 1.688, 3.012], [3.360, 1.742, -0.370], [3.124, 3.302, -0.369], [4.400, 4.111, 0.122], [2.839, 3.916, -2.276], [-2.754, 2.316, 1.580], [-1.077, 1.662, 1.971], [-1.336, 2.992, 0.746], [-1.899, 2.296, -1.431], [-1.609, 0.558, -1.777], [0.553, 1.691, -2.078], [0.342, 2.591, -0.488], [1.320, -0.257, -1.160], [0.301, -0.184, 0.335], [2.868, -0.208, 0.751], [1.031, 0.908, 2.372], [1.614, 2.557, 2.002], [1.537, 0.339, 4.435], [3.312, -0.059, 4.837], [2.607, 1.547, 5.193], [4.360, 2.102, 2.082], [4.408, 1.552, -0.043], [3.277, 1.413, -1.438], [2.222, 3.641, 0.170], [5.270, 3.442, 0.303], [4.194, 4.660, 1.067], [4.721, 4.832, -0.662], [-5.726, -3.895, -2.225], [-4.594, -3.692, -1.384], [-3.180, -3.475, -2.107], [-3.144, -2.363, -3.070], [-2.845, -4.905, -2.733], [-3.008, -6.071, -1.930], [-2.171, -3.367, -0.884], [-1.894, -2.050, -0.374], [-6.412, -4.574, -1.719], [-6.228, -2.943, -2.400], [-5.443, -4.337, -3.183], [-3.929, -6.580, -2.225], [-3.056, -5.837, -0.866], [-2.165, -6.737, -2.108], [-1.430, -2.150, 0.605], [-2.808, -1.464, -0.275], [-1.201, -1.539, -1.039]]}

---

(2)
{"formula": "C5H9NO2", "method": "ωB97M-V/def2-TZVPD", "homo_energy_ev": -8.8561, "smiles": "C=C(O)C(=C)CON", "de_lowest_kcal_mol": 92.1, "orbital_gap_ha": 0.35378, "elements": ["C", "C", "O", "C", "C", "C", "O", "N", "H", "H", "H", "H", "H", "H", "H", "H", "H"], "xyz": [[-0.731, 1.212, 1.713], [-0.548, 0.234, 0.807], [-0.655, -1.095, 1.160], [-0.456, 0.462, -0.640], [-1.244, 1.355, -1.266], [0.715, -0.169, -1.352], [1.683, -0.597, -0.293], [1.759, -2.052, -0.215], [-0.684, 2.258, 1.431], [-0.974, 1.000, 2.747], [-0.742, -1.138, 2.127], [-1.117, 1.570, -2.322], [-2.049, 1.863, -0.744], [0.391, -1.036, -1.939], [1.238, 0.564, -1.975], [0.897, -2.252, 0.306], [2.516, -2.179, 0.455]]}

---

(3)
{"formula": "C18H19FN4O", "method": "ωB97M-V/def2-TZVPD", "homo_energy_ev": -8.2376, "smiles": "COc1ccc(-c2[nH]ncc2CN(C)Cc2cccnc2)c(F)c1", "de_lowest_kcal_mol": 23.5, "orbital_gap_ha": 0.32767, "elements": ["C", "O", "C", "C", "C", "C", "C", "N", "N", "C", "C", "C", "N", "C", "C", "C", "C", "C", "C", "N", "C", "C", "F", "C", "H", "H", "H", "H", "H", "H", "H", "H", "H", "H", "H", "H", "H", "H", "H", "H", "H", "H", "H"], "xyz": [[3.823, 2.104, 0.850], [2.653, 2.800, 0.485], [1.452, 2.230, 0.745], [1.262, 1.017, 1.403], [-0.011, 0.511, 1.573], [-1.142, 1.176, 1.106], [-2.467, 0.589, 1.217], [-3.593, 1.313, 1.432], [-4.685, 0.563, 1.477], [-4.277, -0.674, 1.270], [-2.886, -0.734, 1.102], [-2.055, -1.932, 0.771], [-1.211, -1.635, -0.376], [-1.964, -1.709, -1.609], [0.034, -2.366, -0.447], [1.132, -1.553, -1.088], [0.954, -0.237, -1.494], [2.022, 0.450, -2.048], [3.239, -0.200, -2.160], [3.426, -1.451, -1.770], [2.400, -2.105, -1.259], [-0.924, 2.411, 0.495], [-1.983, 3.126, 0.044], [0.332, 2.938, 0.306], [3.877, 1.128, 0.358], [3.890, 1.973, 1.934], [4.650, 2.725, 0.511], [2.102, 0.454, 1.776], [-0.137, -0.425, 2.089], [-3.663, 2.313, 1.538], [-4.981, -1.483, 1.252], [-2.723, -2.791, 0.583], [-1.422, -2.193, 1.625], [-2.360, -2.721, -1.797], [-1.328, -1.428, -2.446], [-2.802, -1.015, -1.556], [0.361, -2.616, 0.567], [-0.071, -3.321, -0.995], [-0.004, 0.239, -1.365], [1.911, 1.473, -2.374], [4.108, 0.293, -2.576], [2.602, -3.126, -0.960], [0.458, 3.888, -0.188]]}

---

(4)
{"formula": "C27H16ClIN6OPd", "method": "ωB97M-V/def2-TZVPD", "homo_energy_ev": -7.4343, "de_lowest_kcal_mol": 0.0, "orbital_gap_ha": 0.24413, "elements": ["Pd", "C", "C", "C", "C", "N", "C", "N", "C", "N", "C", "N", "C", "C", "C", "C", "C", "N", "C", "C", "C", "C", "C", "C", "H", "H", "H", "H", "H", "H", "H", "H", "H", "H", "H", "H", "Cl", "C", "C", "C", "I", "C", "O", "C", "N", "C", "C", "C", "C", "H", "H", "H", "H"], "xyz": [[0.041, -0.622, 0.002], [-1.291, -0.672, 4.040], [-0.161, -0.540, 4.841], [1.063, -0.444, 4.231], [1.167, -0.480, 2.832], [0.070, -0.604, 2.063], [-1.130, -0.698, 2.678], [2.466, -0.370, 2.365], [2.783, -0.342, 1.123], [2.004, -0.399, 0.001], [2.782, -0.343, -1.122], [2.463, -0.371, -2.363], [1.164, -0.480, -2.829], [1.057, -0.445, -4.227], [-0.168, -0.538, -4.836], [-1.296, -0.670, -4.033], [-1.133, -0.697, -2.671], [0.068, -0.604, -2.058], [4.201, -0.237, -0.690], [5.368, -0.148, -1.420], [6.556, -0.058, -0.698], [6.557, -0.058, 0.695], [5.370, -0.148, 1.418], [4.202, -0.236, 0.690], [-2.284, -0.759, 4.455], [-0.238, -0.513, 5.920], [1.982, -0.342, 4.787], [-1.973, -0.817, 2.025], [1.976, -0.343, -4.785], [-0.246, -0.511, -5.915], [-2.290, -0.756, -4.446], [-1.975, -0.815, -2.017], [5.352, -0.149, -2.501], [7.497, 0.013, -1.228], [7.499, 0.013, 1.223], [5.355, -0.149, 2.499], [-7.008, 1.509, -0.016], [-5.498, 0.638, -0.010], [-5.503, -0.725, -0.008], [-4.300, -1.456, -0.003], [-4.378, -3.530, -0.001], [-3.056, -0.840, 0.000], [-1.938, -1.493, 0.003], [-3.073, 0.610, -0.001], [-1.859, 1.203, 0.002], [-1.785, 2.508, 0.003], [-2.924, 3.339, 0.001], [-4.160, 2.759, -0.004], [-4.273, 1.350, -0.006], [-6.445, -1.255, -0.011], [-0.790, 2.942, 0.005], [-2.809, 4.414, 0.002], [-5.059, 3.360, -0.007]]}

---

(5)
{"formula": "C5H13N", "method": "ωB97M-V/def2-TZVPD", "homo_energy_ev": -8.8524, "smiles": "C=CC.CCN", "de_lowest_kcal_mol": 40.8, "orbital_gap_ha": 0.36848, "elements": ["C", "C", "C", "H", "H", "H", "H", "H", "H", "C", "C", "N", "H", "H", "H", "H", "H", "H", "H"], "xyz": [[-2.264, -0.607, 0.549], [-1.936, 0.148, -0.522], [-2.143, 1.661, -0.689], [-2.503, -1.680, 0.531], [-2.724, -0.087, 1.391], [-1.575, -0.219, -1.485], [-2.858, 1.903, -1.491], [-2.524, 1.957, 0.315], [-1.186, 2.138, -0.918], [2.012, 0.625, -0.183], [2.372, -0.812, 0.232], [1.302, -1.703, 0.647], [1.568, 1.226, 0.598], [2.932, 1.098, -0.538], [1.225, 0.460, -0.994], [2.743, -1.265, -0.701], [3.201, -0.795, 0.951], [1.590, -2.671, 0.848], [0.767, -1.378, 1.461]]}

---

(6)
{"formula": "C3H4N2O", "method": "ωB97M-V/def2-TZVPD", "homo_energy_ev": -8.8290, "smiles": "Oc1ccn[nH]1", "de_lowest_kcal_mol": 89.5, "orbital_gap_ha": 0.34377, "elements": ["O", "C", "C", "C", "N", "N", "H", "H", "H", "H"], "xyz": [[0.438, 0.581, 1.855], [0.164, 0.146, 0.615], [0.815, -0.638, -0.305], [-0.104, -0.751, -1.413], [-1.240, -0.063, -1.086], [-1.023, 0.522, 0.088], [1.280, 0.202, 2.129], [1.791, -1.091, -0.161], [-0.369, 0.027, -2.236], [-1.752, 1.064, 0.514]]}

---

(7)
{"formula": "C3H6N2O", "method": "ωB97M-V/def2-TZVPD", "homo_energy_ev": -8.0550, "de_lowest_kcal_mol": 130.4, "orbital_gap_ha": 0.29774, "elements": ["C", "N", "C", "O", "N", "C", "H", "H", "H", "H", "H", "H"], "xyz": [[-0.651, -0.214, 0.309], [-1.143, 1.014, -0.226], [1.936, -0.161, -0.599], [-1.116, -1.373, -0.316], [0.587, -0.304, 1.539], [0.994, -0.269, 0.330], [-2.075, -1.285, -0.394], [-0.984, -0.260, 1.414], [-1.793, 1.487, 0.386], [-0.396, 1.652, -0.472], [2.982, -0.223, -0.334], [1.658, -0.064, -1.638]]}

---

(8)
{"formula": "C4H11N2S", "method": "ωB97M-V/def2-TZVPD", "homo_energy_ev": -2.2395, "smiles": "NCCNCC[S-]", "de_lowest_kcal_mol": 36.6, "total_charge": -1, "orbital_gap_ha": 0.20623, "elements": ["N", "C", "C", "N", "C", "C", "S", "H", "H", "H", "H", "H", "H", "H", "H", "H", "H", "H"], "xyz": [[2.733, -1.201, 0.989], [1.613, -0.379, 0.551], [0.198, -1.140, 0.305], [-0.972, -0.344, 0.325], [-0.925, 0.931, -0.492], [-2.196, 1.274, -1.178], [-2.062, 2.678, -2.440], [3.194, -0.950, 1.847], [2.374, -2.164, 0.997], [1.919, 0.221, -0.331], [1.251, 0.332, 1.299], [0.204, -1.799, -0.590], [0.170, -1.945, 1.057], [-1.253, -0.025, 1.235], [-0.492, 1.718, 0.093], [-0.206, 0.822, -1.331], [-2.516, 0.399, -1.766], [-3.035, 1.571, -0.570]]}

---

(9)
{"formula": "C5H4BrNOPdS4Sb", "method": "ωB97M-V/def2-TZVPD", "homo_energy_ev": -4.1519, "total_charge": -1, "orbital_gap_ha": 0.21409, "elements": ["Pd", "S", "Sb", "S", "S", "S", "O", "C", "C", "C", "N", "C", "Br", "C", "H", "H", "H", "H"], "xyz": [[0.510, -0.887, -1.915], [1.834, -3.173, -6.201], [1.617, -2.801, -3.993], [-0.585, -2.049, -3.388], [2.065, -0.518, -3.385], [2.427, -4.206, -2.430], [-1.334, 2.310, 3.635], [-0.928, 1.607, 2.551], [-0.233, 0.405, 2.651], [0.133, -0.227, 1.481], [-0.146, 0.255, 0.269], [-0.807, 1.398, 0.198], [-1.186, 2.054, -1.526], [-1.226, 2.123, 1.300], [-1.067, 1.847, 4.438], [0.016, -0.025, 3.613], [0.674, -1.165, 1.501], [-1.764, 3.053, 1.201]]}

---

Calculated max |F| in order - 2.0, 2.1, 0.9, 0.6, 2.2, 2.7, 1.4, 2.5, 1.9 eV Å⁻¹